[1]
An isolated molecule of C3N4S3 in a non-equilibrium geometry. Source: OMol25; level of theory: ωB97M-V/def2-TZVPD.

Calculated values
Total charge: 0
Energy above the lowest of the compared OMol25 structures with the same formula, charge and spin: 0.0 kJ/mol
Calculated total energy: -41573.0005 eV
Frontier orbital gap: 8.585 eV
SMILES string: N#CSN(SC#N)SC#N

Atoms and positions in Å:
N 1.7739 1.4318 1.9571
C 1.7243 0.6675 1.0996
S 1.8300 -0.3813 -0.2837
N 0.2595 -0.3616 -0.9145
S -0.6747 -1.7846 -0.8694
C -0.7367 -1.8090 0.7889
N -0.5854 -1.8450 1.9259
S -0.1967 0.7624 -2.1919
C -1.3057 1.4478 -1.0943
N -2.0885 1.8721 -0.4176

[2]
A structure of composition C5H8FO4Sc in a non-equilibrium geometry. Source: OMol25; level of theory: ωB97M-V/def2-TZVPD.

Calculated values
Total charge: +1
Energy above the lowest of the compared OMol25 structures with the same formula, charge and spin: 0.0 kJ/mol
Calculated total energy: -36916.2238 eV
Frontier orbital gap (alpha / beta): 7.090 / 8.970 eV
Multiplicity: 2

Atoms and positions in Å:
O -1.4570 -1.1112 -0.3042
C -1.7567 -1.2254 0.9857
C -0.5320 -0.9090 1.8493
O 0.6079 -1.4001 1.1359
C 0.9631 -0.7073 0.0549
O 1.2833 0.5377 0.3047
O 1.2542 -1.3078 -0.9893
C 1.5421 1.4260 -0.8044
H -0.5599 -1.4056 2.8233
F -2.1466 -2.5685 1.3173
H -2.6196 -0.6114 1.3001
H -0.4522 0.1786 1.9749
H 2.1540 2.2214 -0.3661
H 2.1350 0.8830 -1.5499
C 0.2654 1.9757 -1.3990
H 0.5287 2.7191 -2.1634
H -0.3198 1.1868 -1.8887
H -0.3452 2.4672 -0.6304
Sc -0.5448 -2.3492 -1.6508

[3]
A cluster of 2 separate species, CH5BrNO2PS2 in total in a non-equilibrium geometry. Source: OMol25; level of theory: ωB97M-V/def2-TZVPD.

Calculated values
Total charge: 0
Calculated total energy: -107704.2328 eV
Frontier orbital gap (alpha / beta): 7.047 / 6.627 eV

Atoms and positions in Å:
C -0.4082 0.5123 -1.1781
N 0.7238 0.0786 -0.4897
O 0.2099 -2.0186 2.2066
O 0.6686 0.3388 2.6434
P -0.3322 -0.5841 1.8160
S -2.1753 -0.2345 2.3191
S 2.1235 0.7936 -0.3293
Br 1.5442 2.8203 0.5587
H 0.0090 0.9284 -2.1856
H -1.2707 -0.2415 -1.1646
H -0.8250 1.3048 -0.6775
H 0.7694 -2.3937 1.4880
H 0.5496 1.2775 2.6569

[4]
A structure of composition C7H14N2O in a non-equilibrium geometry. Source: OMol25; level of theory: ωB97M-V/def2-TZVPD.

Calculated values
Total charge: 0
Energy above the lowest of the compared OMol25 structures with the same formula, charge and spin: 968.2 kJ/mol
Calculated total energy: -12503.9055 eV
Frontier orbital gap: 9.167 eV

Atoms and positions in Å:
C -3.9899 0.4677 0.4791
C -1.8740 -0.4738 -0.2660
C -0.4227 -0.2410 -0.3811
C 0.2994 0.9839 -0.1129
C 1.7777 0.9893 -0.2597
C 3.8264 -0.1377 -0.3969
C 2.2570 -0.7130 1.2632
H -4.6025 0.0127 -0.7711
H -4.2234 1.3397 0.8040
H -3.8386 -0.4766 1.2103
H -1.6849 1.2592 0.9151
H 0.2377 -1.1302 -0.8425
H -0.1091 2.0950 -0.0820
H 2.1052 1.6370 -1.3675
H 2.0427 1.6641 0.5098
H 4.4589 0.5326 -0.0697
H 4.5103 -1.0513 -0.2593
H 3.7649 0.5536 -1.6804
H 2.9023 -1.2568 1.7388
H 1.9411 -0.2118 2.2252
H 1.2189 -1.6046 1.0357
N -2.5229 0.6907 0.1375
N 2.4181 -0.2497 -0.1465
O -2.4042 -1.4629 -0.6572

[5]
An isolated molecule of C6H10 in a non-equilibrium geometry. Source: OMol25; level of theory: ωB97M-V/def2-TZVPD.

Calculated values
Total charge: 0
Energy above the lowest of the compared OMol25 structures with the same formula, charge and spin: 148.9 kJ/mol
Calculated total energy: -6382.3159 eV
Frontier orbital gap: 10.428 eV
SMILES string: C=CC/C=C/C

Atoms and positions in Å:
C 0.4742 2.0919 -1.3274
C -0.6973 1.4923 -1.2391
C -0.8343 0.0099 -0.9294
C 0.2251 -0.5483 -0.0121
C -0.1228 -1.2843 1.0300
C 0.7819 -1.5715 2.2057
H 1.3983 1.5283 -1.3669
H 0.6731 3.1435 -1.4852
H -1.6184 2.0602 -1.1713
H -1.7550 -0.1080 -0.3464
H -1.0505 -0.5185 -1.8683
H 1.2811 -0.4601 -0.2578
H -1.1261 -1.6948 1.1360
H 1.5451 -2.3559 2.1519
H 1.2892 -0.6438 2.4590
H 0.2164 -1.8219 3.1005

[6]
An isolated molecule of C21H34N4OS. Source: OMol25; level of theory: ωB97M-V/def2-TZVPD.

Calculated values
Total charge: 0
Energy above the lowest of the compared OMol25 structures with the same formula, charge and spin: 7.9 kJ/mol
Calculated total energy: -41172.7958 eV
Frontier orbital gap: 8.744 eV
SMILES string: CSC[C@H](C)N1CCC(N2CCC(C(=O)NCc3ccccn3)CC2)CC1

Atoms and positions in Å:
C -4.0769 7.3828 0.0071
S -3.1648 6.5006 1.3076
C -2.7333 4.9547 0.4360
C -1.2668 4.9196 -0.0231
C -0.9990 5.9431 -1.1269
N -0.8160 3.6021 -0.4367
C -0.5529 2.6771 0.6434
C 0.2936 1.5096 0.1368
C -0.4523 0.7607 -0.9680
N 0.3010 -0.3329 -1.5863
C 1.2449 -1.0327 -0.7359
C 2.1033 -1.9673 -1.5857
C 1.2377 -3.0187 -2.2879
C 0.6475 -4.0027 -1.2813
O -0.5381 -4.1447 -1.0674
N 1.5880 -4.7748 -0.6774
C 1.2826 -5.5138 0.5215
C 1.8490 -4.8348 1.7449
C 1.4613 -5.2146 3.0270
C 2.0083 -4.5492 4.1093
C 2.9206 -3.5293 3.8788
C 3.2451 -3.2315 2.5665
N 2.7287 -3.8661 1.5278
C 0.1497 -2.2890 -3.0744
C -0.6041 -1.3026 -2.1877
C -0.7977 1.7906 -2.0514
C -1.5983 2.9498 -1.4665
H -3.4332 7.5587 -0.8489
H -4.9503 6.8029 -0.2787
H -4.3877 8.3286 0.4384
H -3.4218 4.8510 -0.4010
H -2.9158 4.1535 1.1526
H -0.6476 5.1951 0.8394
H 0.0038 5.7950 -1.5170
H -1.0700 6.9485 -0.7201
H -1.7087 5.8448 -1.9453
H -0.0063 3.2038 1.4298
H -1.4839 2.2750 1.0851
H 1.2305 1.9021 -0.2593
H 0.5056 0.8516 0.9805
H -1.3917 0.3714 -0.5293
H 1.9067 -0.3102 -0.2590
H 0.7397 -1.6201 0.0537
H 2.8563 -2.4300 -0.9452
H 2.6118 -1.3709 -2.3455
H 1.8610 -3.6013 -2.9771
H 2.5566 -4.5082 -0.7675
H 1.6868 -6.5311 0.4469
H 0.1927 -5.5770 0.5943
H 0.7439 -6.0092 3.1631
H 1.7257 -4.8166 5.1172
H 3.3651 -2.9819 4.6948
H 3.9515 -2.4476 2.3247
H -0.5613 -3.0097 -3.4805
H 0.6130 -1.7454 -3.8996
H -1.3344 -0.7713 -2.8002
H -1.1519 -1.8643 -1.4141
H 0.1346 2.1689 -2.4703
H -1.3710 1.3292 -2.8549
H -1.8209 3.6692 -2.2553
H -2.5544 2.5591 -1.0713

[7]
A cluster of 3 separate species, C2H10N4 in total in a non-equilibrium geometry. Source: OMol25; level of theory: ωB97M-V/def2-TZVPD.

Calculated values
Total charge: +2
Energy above the lowest of the compared OMol25 structures with the same formula, charge and spin: 318.4 kJ/mol
Calculated total energy: -8175.4779 eV
Frontier orbital gap: 7.507 eV

Atoms and positions in Å:
C 3.3886 2.0995 -0.1473
C 2.5762 -0.2357 0.2696
N -7.1833 0.4424 -0.3234
N 2.7884 1.0113 0.0380
N -8.2423 0.1185 0.1218
N 4.1044 -1.5459 -0.1097
H 4.3428 2.3728 -0.6775
H 2.5332 2.8112 -0.2780
H 1.8120 -0.7632 -0.3234
H 2.4051 -0.2092 1.3793
H -8.7414 -0.2018 -0.7565
H -6.4763 0.9421 0.1078
H -8.4693 0.1158 1.1436
H 4.5885 -1.5178 -0.9874
H 4.7830 -1.5665 0.6378
H 3.7926 -2.5065 -0.0120

[8]
A structure of composition C17H21BN6W in a non-equilibrium geometry. Source: OMol25; level of theory: ωB97M-V/def2-TZVPD.

Calculated values
Total charge: +2
Energy above the lowest of the compared OMol25 structures with the same formula, charge and spin: 0.0 kJ/mol
Calculated total energy: -29394.3010 eV
Frontier orbital gap (alpha / beta): 6.285 / 6.310 eV
Multiplicity: 3

Atoms and positions in Å:
H 0.9929 -2.4726 -0.4490
N 0.6309 -0.4763 -1.1472
B -0.2803 1.5115 -2.4858
N 0.2619 0.0548 -2.3965
C 0.2956 -0.9342 -3.2860
W 0.1191 0.8596 0.6041
H 0.0702 -0.7124 -4.3161
C 0.6302 -2.1343 -2.6444
H 0.7568 -3.0827 -3.1372
C 0.7427 -1.8681 -1.3056
H -0.4610 1.8596 -3.6228
C -0.3120 1.8282 2.3373
H -0.1127 1.1163 3.1527
H -1.3005 2.2866 2.4292
H 0.4598 2.6167 2.3657
N 0.7715 2.4046 -1.7587
N -1.6119 1.5812 -1.6772
N 1.1817 2.1476 -0.4274
N -1.6292 1.2893 -0.2992
C 1.4851 3.4329 -2.2294
C -2.8554 1.9043 -2.0550
H 1.3481 3.7299 -3.2605
H -3.0540 2.1815 -3.0780
C 2.3394 3.9004 -1.2195
C -3.7033 1.8254 -0.9478
C 2.1244 3.0985 -0.1030
C -2.9227 1.4384 0.1367
H 3.0303 4.7208 -1.3165
H -4.7564 2.0258 -0.9353
H 2.5435 3.1312 0.8922
H -3.1926 1.2745 1.1713
H 1.5523 -0.0919 -0.8966
C -0.7307 -0.9035 1.4687
C 0.0281 -2.0835 1.9955
C -0.7303 -3.2284 2.2900
C -0.0981 -4.4049 2.6808
C 1.2970 -4.4417 2.8154
C 2.0461 -3.2828 2.5869
C 1.4160 -2.0915 2.2004
H -1.4255 -1.2254 0.6735
H -1.3566 -0.4722 2.2667
H -1.8166 -3.1757 2.1833
H -0.6943 -5.2956 2.8802
H 1.7941 -5.3689 3.1048
H 3.1304 -3.2991 2.7079
H 1.9959 -1.1744 2.0511

[9]
A structure of composition C5H4N in a non-equilibrium geometry. Source: OMol25; level of theory: ωB97M-V/def2-TZVPD.

Calculated values
Total charge: +1
Energy above the lowest of the compared OMol25 structures with the same formula, charge and spin: 313.8 kJ/mol
Calculated total energy: -6725.0877 eV
Frontier orbital gap: 9.100 eV

Atoms and positions in Å:
C -1.5475 0.0803 0.0216
C -1.4415 -1.0379 -0.7320
C -0.1668 -0.0345 0.4785
C -0.2990 -1.4100 0.1551
C 1.9902 0.8830 0.2637
N 0.8723 0.4545 0.2139
H -2.4383 0.3719 0.6497
H -1.8020 -1.4627 -1.6074
H 2.2873 1.4981 -0.6058
H 2.5452 0.6573 1.1627

[10]
A structure of composition C11H26N2S4Zn. Source: OMol25; level of theory: ωB97M-V/def2-TZVPD.

Calculated values
Total charge: +2
Calculated total energy: -106556.3014 eV
Frontier orbital gap: 10.201 eV

Atoms and positions in Å:
Zn -0.3754 0.0231 0.5720
C 3.0233 -1.2732 0.1656
C 2.2211 -2.1419 -0.7879
S 0.4889 -2.4127 -0.2360
C -0.3441 -2.5787 -1.8674
C -1.8481 -2.4220 -1.7407
S -2.4142 -0.8702 -0.9564
C -2.4128 0.3609 -2.3113
C -1.0610 0.8428 -2.8022
S -0.0699 1.6697 -1.4917
C 1.6307 1.1990 -2.0096
C 2.6350 1.3833 -0.8877
S 2.3258 0.3675 0.5939
H 4.0148 -1.0947 -0.2532
H 3.1446 -1.7735 1.1275
H 2.6841 -3.1300 -0.8316
H 2.2044 -1.7291 -1.7968
H -0.1131 -3.5819 -2.2362
H 0.0843 -1.8493 -2.5570
H -2.2592 -3.2053 -1.1034
H -2.3201 -2.4899 -2.7226
H -3.0026 1.1908 -1.9189
H -2.9612 -0.0875 -3.1398
H -1.2157 1.5894 -3.5831
H -0.4745 0.0250 -3.2176
H 1.8961 1.8499 -2.8447
H 1.6076 0.1661 -2.3563
H 2.6216 2.4123 -0.5242
H 3.6404 1.1545 -1.2448
N -0.0389 -0.4990 2.6456
C 0.2151 0.6760 3.5150
C -1.0352 1.5250 3.7144
C -1.4868 2.2811 2.4696
N -1.9012 1.3370 1.4030
H -0.7843 -1.0480 3.0771
H 0.7904 -1.0861 2.7051
H 1.0073 1.2697 3.0561
H 0.5655 0.3442 4.4967
H -0.8239 2.2516 4.5019
H -1.8501 0.8899 4.0687
H -0.6857 2.9132 2.0827
H -2.3227 2.9354 2.7392
H -2.3746 1.8756 0.6784
H -2.6249 0.7411 1.8081

[11]
A structure of composition C30H46ErO2P2 in a non-equilibrium geometry. Source: OMol25; level of theory: ωB97M-V/def2-TZVPD.

Calculated values
Total charge: +1
Calculated total energy: -82144.5846 eV
Frontier orbital gap (alpha / beta): 7.863 / 7.887 eV
Multiplicity: 4

Atoms and positions in Å:
Er 0.0285 -0.2898 0.9538
C -0.6667 -2.5941 1.8050
C 0.6302 -2.7598 1.2076
C 0.8744 -1.4788 3.1220
C -0.5036 -1.8205 2.9964
C 1.5736 -2.0328 2.0057
C -1.9379 -3.2715 1.4307
H -1.8478 -3.8078 0.4825
H -2.7662 -2.5533 1.3419
H -2.2229 -4.0021 2.2050
C -1.5659 -1.5276 3.9909
H -2.4086 -2.2162 3.8687
H -1.9511 -0.5024 3.8938
H -1.1740 -1.6323 5.0113
C 1.5029 -0.7807 4.2719
H 1.0146 -1.0696 5.2121
H 1.4273 0.3135 4.1890
H 2.5657 -1.0394 4.3374
C 3.0538 -2.0166 1.8525
H 3.5331 -2.6366 2.6272
H 3.4556 -0.9988 1.9607
H 3.3608 -2.4031 0.8765
C 1.0039 -3.7271 0.1414
H 1.5504 -4.5764 0.5840
H 1.6641 -3.2780 -0.6129
H 0.1271 -4.1371 -0.3677
C -1.2050 1.2195 -4.0325
C -1.6001 -0.0616 -4.1808
C -1.0123 -1.0193 -5.1728
C 0.5198 -0.9112 -5.3723
C 1.2955 -0.4569 -4.1712
C 1.7076 0.8172 -3.9815
C 1.1271 2.0459 -4.6052
C -0.3573 1.9386 -5.0276
H -1.4985 -0.8945 -6.1599
H 0.7304 -0.2726 -6.2430
H -1.2559 -2.0501 -4.8697
H -0.4318 1.4874 -6.0244
H -1.6113 1.8705 -3.2516
H -2.5542 -0.4129 -3.7714
H -0.7404 2.9670 -5.1264
H 1.2217 2.8925 -3.9038
H 2.6753 1.0224 -3.5147
H 1.7223 2.3404 -5.4895
H 0.8816 -1.9139 -5.6515
H 1.7160 -1.2774 -3.5768
P -1.6971 -0.3205 -1.0048
C -3.1748 0.5921 -1.4803
C -1.5026 -1.9179 -1.8787
P 1.8004 0.7257 -0.6958
C -0.0750 0.6021 -1.4737
C 2.8722 -0.5667 -1.4018
C 2.4036 2.3619 -1.1401
H -3.2564 1.4719 -0.8221
H -4.0472 -0.0533 -1.3038
H -3.1868 0.9352 -2.5167
H -0.9606 -1.7813 -2.8232
H -2.5025 -2.3283 -2.0902
H -0.9427 -2.6492 -1.2768
H 2.1665 2.6364 -2.1756
H 3.4920 2.3901 -0.9828
H 1.9306 3.0818 -0.4532
H -0.3275 1.6595 -1.6447
H 0.1590 0.1349 -2.4303
H 3.6522 -0.7961 -0.6573
H 3.3635 -0.2348 -2.3222
H 2.3285 -1.5009 -1.6135
O -0.2486 3.2775 1.6664
C -0.4992 2.4500 2.5396
O -0.5150 1.1394 2.3534
C -0.8199 2.8358 3.9560
C -0.8176 1.8944 5.0058
C -1.1128 2.2830 6.3159
C -1.4257 3.6204 6.5893
C -1.4312 4.5654 5.5542
C -1.1251 4.1714 4.2478
H -0.5777 0.8542 4.7767
H -1.1070 1.5382 7.1177
H -1.6731 3.9316 7.6099
H -1.6773 5.6066 5.7596
H -1.1169 4.8973 3.4346

[12]
A cluster of 2 separate species, C6H11BrSi in total in a non-equilibrium geometry. Source: OMol25; level of theory: ωB97M-V/def2-TZVPD.

Calculated values
Total charge: 0
Energy above the lowest of the compared OMol25 structures with the same formula, charge and spin: 470.2 kJ/mol
Calculated total energy: -84315.9718 eV
Frontier orbital gap (alpha / beta): 4.301 / 8.720 eV

Atoms and positions in Å:
C 3.3975 0.0426 -0.4848
C 2.2854 0.5654 -0.4483
C -1.8492 1.3731 -0.7575
C -0.1124 -1.3110 -1.4027
C -0.8731 -0.2843 1.4312
C 1.1408 1.1847 -0.2770
Si -0.5193 0.1396 -0.3338
Br 0.2195 -2.2841 4.0698
H 4.2595 -0.4513 -0.6090
H -2.2045 1.7852 -1.6705
H -2.8121 1.2457 -0.1193
H -1.3402 2.1897 -0.2681
H 0.4543 -2.0945 -0.8062
H -1.0996 -1.7568 -1.7239
H 0.5949 -1.2048 -2.2858
H -1.8961 -0.3121 1.6492
H -0.5096 -1.2090 1.5371
H -0.3973 0.3187 2.2153
H 1.2617 2.0631 0.2846

[13]
The ion C10H21NO2P with charge -1 in a non-equilibrium geometry. Source: OMol25; level of theory: ωB97M-V/def2-TZVPD.

Calculated values
Total charge: -1
Energy above the lowest of the compared OMol25 structures with the same formula, charge and spin: 0.0 kJ/mol
Calculated total energy: -25584.9110 eV
Frontier orbital gap: 7.193 eV
SMILES string: CC1(C)CCCCC(C)(C)[P@]([O-])(O)=N1

Atoms and positions in Å:
C 2.1732 -1.7155 -1.1814
C 1.9507 -0.7367 0.0102
C 3.1841 -0.9617 0.9725
C 2.0866 0.7567 -0.5448
C 1.0634 1.6435 -0.0212
C -0.2028 1.6251 -1.0079
C -1.6679 1.7588 -0.3419
C -2.0085 0.3245 0.2396
C -3.3673 -0.1137 -0.3372
C -2.2348 0.3700 1.7632
P -0.8052 -1.0808 -0.1538
O -0.7995 -1.3527 -1.6854
O -1.5567 -2.2594 0.9035
N 0.7701 -1.0313 0.7847
H 1.7684 -2.6644 -0.8884
H 3.2233 -1.8812 -1.4692
H 1.7119 -1.1346 -2.0357
H 3.2622 -2.0915 0.9709
H 2.9321 -0.6308 2.0640
H 4.1104 -0.4630 0.6035
H 2.1714 0.9181 -1.7138
H 3.0589 1.1823 -0.1670
H 1.4058 2.6201 -0.0415
H 0.7387 1.4212 1.0336
H -0.0354 2.4615 -1.7889
H -0.2037 0.7605 -1.5594
H -1.6990 2.4872 0.4700
H -2.1928 2.2311 -1.1536
H -3.2058 -0.3031 -1.4139
H -4.3037 0.5654 -0.0657
H -3.7270 -1.0359 0.1112
H -2.5771 -0.6048 2.2188
H -3.0009 1.0338 2.0760
H -1.2876 0.5280 2.1299
H -0.7353 -2.6264 1.2192